A cluster of 2 separate species, C6H14N2O2S in total in a non-equilibrium geometry. Source: OMol25; level of theory: ωB97M-V/def2-TZVPD.

Last columns: bonded neighbours and bond lengths (Å).
Geometry (Å):
1 C -1.4237 0.9271 0.9167  N7 1.360, O10 1.291, H12 1.148
2 C 3.6086 0.1961 -1.8120  C6 1.503, H13 1.106, H14 1.037, H15 1.025
3 C 2.2468 1.9274 -0.4670  C6 1.506, H16 1.042, H17 1.133, H18 1.104
4 C -4.6193 -0.5778 0.0983  N8 1.401, H19 1.165, H20 1.064, H21 1.161
5 C -2.4126 -1.1007 -0.8810  N8 1.471, H22 1.053, H23 1.042, H24 1.155
6 C 2.2799 0.8176 -1.4850  C2 1.503, C3 1.506, S11 1.888, H25 1.041
7 N -2.7129 0.4952 0.9172  C1 1.360, N8 1.310
8 N -3.2498 -0.2914 0.0181  C4 1.401, C5 1.471, N7 1.310
9 O 1.6557 -1.4017 0.0722  S11 1.449
10 O -0.5982 0.7975 -0.0669  C1 1.291
11 S 1.1021 -0.5671 -0.9748  C6 1.888, O9 1.449
12 H -1.1047 1.2839 1.9604  C1 1.148
13 H 4.1767 0.9999 -2.3173  C2 1.106
14 H 4.0849 -0.3224 -1.0501  C2 1.037
15 H 3.4120 -0.4815 -2.5558  C2 1.025
16 H 1.2749 1.9543 -0.0929  C3 1.042
17 H 2.5731 2.8307 -1.0690  C3 1.133
18 H 3.1494 1.9390 0.1681  C3 1.104
19 H -5.0272 -0.2438 -0.9409  C4 1.165
20 H -4.7893 -1.6261 0.0361  C4 1.064
21 H -5.1652 -0.0083 0.9496  C4 1.161
22 H -3.1083 -1.5440 -1.5355  C5 1.053
23 H -1.7476 -0.4832 -1.3934  C5 1.042
24 H -1.9075 -1.9861 -0.3387  C5 1.155
25 H 1.7424 1.0279 -2.3515  C6 1.041

**2S+1**: 1
**LUMO (spin up / spin down)**: -0.894 / 0.382 eV
**Frontier orbital gap (spin up / spin down)**: 0.2307 / 0.3126 Ha
**Net charge**: 0

Here are the natural (NBO) charges for atoms 1 to 8, given in e: number 1, C, carries 0.40; number 2, C, carries -0.62; number 3, C, carries -0.64; number 4, C, carries -0.41; number 5, C, carries -0.44; number 6, C, carries -0.36; number 7, N, carries -0.30; number 8, N, carries -0.10